A cluster of 5 separate species, C33H74BrN8O13 in total in a non-equilibrium geometry. Source: OMol25; level of theory: the ωB97M-V functional and the def2-TZVPD basis.

E_HOMO = -0.36192 Eh
charge = +1
gap between HOMO and LUMO = 6.29 eV
LUMO energy = -3.6 eV

Each atom is followed by the atoms it is bonded to, with distances in Å.
Positions of all 129 atoms, in Å:
1 N -2.583 -1.039 0.992  C2 1.265, H20 1.027
2 C -1.954 -0.831 -0.085  N1 1.265, C3 1.571, H21 1.096
3 C -1.888 -1.860 -1.270  C2 1.571, N4 1.469, H22 1.101, H23 1.098
4 N -3.100 -2.681 -1.388  C3 1.469, C5 1.322, C18 1.396
5 C -3.104 -3.997 -1.526  N4 1.322, C6 1.524, N13 1.330
6 C -1.985 -5.028 -1.594  C5 1.524, O7 1.419, H24 1.101, H25 1.099
7 O -2.443 -6.152 -0.860  C6 1.419, C8 1.423
8 C -2.111 -5.939 0.507  O7 1.423, O9 1.391, H26 1.108, H27 1.111
9 O -2.833 -6.809 1.318  C8 1.391, C10 1.427
10 C -2.882 -6.363 2.673  O9 1.427, C11 1.544, H28 1.099, H29 1.108
11 C -1.518 -5.957 3.270  C10 1.544, O12 1.426, H30 1.099, H31 1.103
12 O -1.223 -4.567 3.158  C11 1.426, H32 0.963
13 N -4.364 -4.421 -1.568  C5 1.330, C14 1.379, H33 1.014
14 C -5.186 -3.319 -1.449  N13 1.379, O15 1.356, C18 1.353
15 O -6.535 -3.455 -1.429  C14 1.356, N16 1.446
16 N -7.111 -3.449 -0.103  O15 1.446, O17 1.155
17 O -6.329 -3.458 0.746  N16 1.155
18 C -4.414 -2.212 -1.344  N4 1.396, C14 1.353, Br19 1.879
19 Br -5.081 -0.464 -1.172  C18 1.879
20 H -3.014 -1.971 0.971  N1 1.027
21 H -1.432 0.131 -0.140  C2 1.096
22 H -1.065 -2.557 -1.050  C3 1.101
23 H -1.639 -1.385 -2.228  C3 1.098
24 H -1.026 -4.679 -1.181  C6 1.101
25 H -1.806 -5.380 -2.620  C6 1.099
26 H -1.031 -6.168 0.605  C8 1.108
27 H -2.316 -4.899 0.842  C8 1.111
28 H -3.242 -7.220 3.259  C10 1.099
29 H -3.626 -5.555 2.818  C10 1.108
30 H -1.442 -6.238 4.330  C11 1.099
31 H -0.719 -6.497 2.734  C11 1.103
32 H -1.968 -4.067 2.809  O12 0.963
33 H -4.656 -5.389 -1.643  N13 1.014
34 C -1.393 1.193 7.181  O35 1.418, H43 1.088, H44 1.096, H45 1.092
35 O -1.045 -0.065 7.734  C34 1.418, C36 1.424
36 C -1.837 -0.450 8.853  O35 1.424, C37 1.519, H46 1.094, H47 1.094
37 C -2.790 -1.577 8.493  C36 1.519, N38 1.461, H48 1.094, H49 1.096
38 N -3.856 -1.113 7.609  C37 1.461, C39 1.462, H50 1.011
39 C -4.630 -2.184 6.984  N38 1.462, C40 1.530, H51 1.093, H52 1.095
40 C -3.896 -3.195 6.102  C39 1.530, O41 1.420, H53 1.094, H54 1.096
41 O -3.402 -2.664 4.881  C40 1.420, C42 1.421
42 C -2.168 -1.967 4.982  O41 1.421, H55 1.092, H56 1.092, H57 1.090
43 H -0.599 1.490 6.499  C34 1.088
44 H -2.324 1.131 6.605  C34 1.096
45 H -1.490 1.957 7.956  C34 1.092
46 H -2.366 0.402 9.290  C36 1.094
47 H -1.141 -0.826 9.608  C36 1.094
48 H -3.238 -1.973 9.409  C37 1.094
49 H -2.193 -2.372 8.031  C37 1.096
50 H -3.449 -0.550 6.875  N38 1.011
51 H -5.389 -1.696 6.366  C39 1.093
52 H -5.166 -2.727 7.770  C39 1.095
53 H -4.628 -3.955 5.814  C40 1.094
54 H -3.104 -3.728 6.639  C40 1.096
55 H -1.506 -2.401 5.733  C42 1.092
56 H -2.342 -0.910 5.190  C42 1.092
57 H -1.672 -2.025 4.012  C42 1.090
58 C 4.016 1.054 -5.294  O59 1.418, H67 1.089, H68 1.095, H69 1.092
59 O 4.554 0.993 -3.983  C58 1.418, C60 1.423
60 C 4.266 2.133 -3.181  O59 1.423, C61 1.518, H70 1.094, H71 1.093
61 C 3.248 1.803 -2.103  C60 1.518, N62 1.462, H72 1.094, H73 1.096
62 N 1.920 1.583 -2.673  C61 1.462, C63 1.459, H74 1.011
63 C 0.964 0.976 -1.754  N62 1.459, C64 1.531, H75 1.096, H76 1.096
64 C 1.290 -0.396 -1.159  C63 1.531, O65 1.419, H77 1.092, H78 1.094
65 O 1.260 -1.461 -2.096  C64 1.419, C66 1.423
66 C 2.434 -1.603 -2.887  O65 1.423, H79 1.091, H80 1.091, H81 1.090
67 H 4.479 0.262 -5.881  C58 1.089
68 H 2.935 0.877 -5.287  C58 1.095
69 H 4.230 2.012 -5.772  C58 1.092
70 H 3.951 2.988 -3.785  C60 1.094
71 H 5.202 2.407 -2.687  C60 1.093
72 H 3.195 2.634 -1.394  C61 1.094
73 H 3.615 0.919 -1.569  C61 1.096
74 H 2.008 0.980 -3.480  N62 1.011
75 H 0.023 0.883 -2.308  C63 1.096
76 H 0.779 1.680 -0.934  C63 1.096
77 H 0.501 -0.630 -0.441  C64 1.092
78 H 2.228 -0.402 -0.596  C64 1.094
79 H 3.338 -1.341 -2.335  C66 1.091
80 H 2.358 -1.006 -3.797  C66 1.091
81 H 2.508 -2.647 -3.193  C66 1.090
82 C 4.459 -2.779 -11.815  O83 1.415, H91 1.090, H92 1.095, H93 1.093
83 O 5.480 -1.924 -11.334  C82 1.415, C84 1.425
84 C 5.815 -0.861 -12.222  O83 1.425, C85 1.519, H94 1.094, H95 1.094
85 C 5.318 0.475 -11.697  C84 1.519, N86 1.461, H96 1.094, H97 1.096
86 N 3.863 0.572 -11.770  C85 1.461, C87 1.463, H98 1.011
87 C 3.294 1.691 -11.019  N86 1.463, C88 1.530, H99 1.093, H100 1.095
88 C 3.547 1.764 -9.512  C87 1.530, O89 1.420, H101 1.093, H102 1.096
89 O 2.894 0.758 -8.752  C88 1.420, C90 1.418
90 C 3.555 -0.496 -8.734  O89 1.418, H103 1.093, H104 1.092, H105 1.092
91 H 4.445 -3.667 -11.183  C82 1.090
92 H 3.474 -2.304 -11.748  C82 1.095
93 H 4.647 -3.087 -12.846  C82 1.093
94 H 5.460 -1.053 -13.238  C84 1.094
95 H 6.907 -0.823 -12.257  C84 1.094
96 H 5.756 1.279 -12.297  C85 1.094
97 H 5.683 0.577 -10.668  C85 1.096
98 H 3.461 -0.284 -11.412  N86 1.011
99 H 2.212 1.645 -11.169  C87 1.093
100 H 3.637 2.624 -11.478  C87 1.095
101 H 3.124 2.710 -9.165  C88 1.093
102 H 4.614 1.803 -9.264  C88 1.096
103 H 4.643 -0.395 -8.757  C90 1.093
104 H 3.210 -1.113 -9.566  C90 1.092
105 H 3.278 -1.013 -7.813  C90 1.092
106 C 1.002 4.133 7.370  O107 1.417, H115 1.090, H116 1.094, H117 1.093
107 O -0.305 4.259 6.837  C106 1.417, C108 1.426
108 C -1.208 4.960 7.688  O107 1.426, C109 1.519, H118 1.094, H119 1.095
109 C -1.529 6.340 7.139  C108 1.519, N110 1.460, H120 1.094, H121 1.096
110 N -0.382 7.236 7.243  C109 1.460, C111 1.464, H122 1.011
111 C -0.514 8.476 6.475  N110 1.464, C112 1.530, H123 1.093, H124 1.095
112 C -0.713 8.381 4.961  C111 1.530, O113 1.418, H125 1.093, H126 1.096
113 O 0.416 7.909 4.246  C112 1.418, C114 1.414
114 C 0.580 6.504 4.235  O113 1.414, H127 1.093, H128 1.093, H129 1.091
115 H 1.537 3.399 6.767  C106 1.090
116 H 1.551 5.078 7.312  C106 1.094
117 H 0.981 3.784 8.406  C106 1.093
118 H -0.841 5.010 8.717  C108 1.094
119 H -2.136 4.379 7.698  C108 1.095
120 H -2.362 6.764 7.708  C109 1.094
121 H -1.854 6.210 6.100  C109 1.096
122 H 0.442 6.751 6.916  N110 1.011
123 H 0.401 9.046 6.652  C111 1.093
124 H -1.337 9.060 6.902  C111 1.095
125 H -0.881 9.398 4.599  C112 1.093
126 H -1.609 7.812 4.688  C112 1.096
127 H -0.377 5.976 4.223  C114 1.093
128 H 1.181 6.180 5.088  C114 1.093
129 H 1.132 6.238 3.333  C114 1.091